# 1
The following is a DFT calculation (wB97M-V/def2-TZVPD) of 2 unconnected molecules or ions with the total composition C9H15NO3.

```
28
Properties=species:S:1:pos:R:3
H -1.429 -0.162 2.336
H -0.389 -2.710 0.503
C -0.458 -1.939 -0.281
O -3.895 0.629 -0.407
H 2.353 0.938 1.303
H 2.680 -1.536 -1.687
C 0.955 -1.477 -0.553
C 0.498 -0.728 1.795
H 1.286 -2.541 -2.338
O 2.915 2.477 -0.696
C -0.843 -0.124 1.447
H -0.142 1.307 0.322
H -0.729 -2.465 -1.174
C 1.720 -1.936 -1.540
H -1.473 0.005 -0.544
C -1.374 -0.821 0.190
H 3.715 2.578 -0.115
H -4.998 0.946 -2.047
H 0.418 -1.851 2.021
N -4.922 1.169 -1.042
H 0.868 -0.303 2.796
H -2.414 -1.292 0.252
C 2.875 1.005 -0.763
H 3.919 0.626 -0.842
O -0.709 1.220 1.149
H 2.426 0.648 -1.727
C 1.382 -0.563 0.597
C 2.222 0.420 0.420
```

Calculated values
charge = 0
energy above the lowest of the compared OMol25 structures with the same formula, charge and spin = 705.5 kJ/mol
2S+1 = 1
gap between HOMO and LUMO = 0.2813 Eh
SMILES string = C=C1CC[C@H](O)C/C1=C/CO.N=O
LUMO level = -1.268 eV

Charges obtained by natural (NBO) population analysis, quoted in units of e: atom 1 (H): 0.19, atom 2 (H): 0.21, atom 3 (C): -0.44, atom 4 (O): -0.25, atom 5 (H): 0.20, atom 6 (H): 0.19, atom 7 (C): 0.01, atom 8 (C): -0.45, atom 9 (H): 0.20, atom 10 (O): -0.71, atom 11 (C): 0.08, atom 12 (H): 0.47, atom 13 (H): 0.22, atom 14 (C): -0.41, atom 15 (H): 0.22, atom 16 (C): -0.43, atom 17 (H): 0.46, atom 18 (H): 0.28, atom 19 (H): 0.21, atom 20 (N): -0.03, atom 21 (H): 0.23, atom 22 (H): 0.23, atom 23 (C): -0.12, atom 24 (H): 0.18, atom 25 (O): -0.71, atom 26 (H): 0.20, atom 27 (C): -0.03, atom 28 (C): -0.21

***

# 2
The following is a DFT calculation (wB97M-V/def2-TZVPD) of a gas-phase ion, C9H15O (charge +1).

```
25
Properties=species:S:1:pos:R:3
C 0.331 0.679 1.027
C -0.843 0.921 0.103
C -0.817 -2.484 0.366
O 1.466 -0.047 -1.058
H -2.235 0.161 1.387
C 1.180 -1.951 -2.246
H 1.796 1.665 -0.247
H -1.278 2.772 1.296
H 0.361 1.379 1.902
C -1.468 -1.464 0.494
H -0.922 3.094 -0.328
C -1.416 2.342 0.256
H 2.517 0.198 0.738
H -0.881 -3.525 0.248
H -2.471 2.208 0.067
H 1.928 -2.019 -0.230
C 1.527 -1.327 -1.079
H 0.632 -2.857 -1.999
C -1.959 -0.100 0.432
H 0.667 -1.321 -2.921
C 1.632 0.672 0.269
H 0.299 -0.388 1.524
H 2.032 -2.605 -2.722
H -2.786 -0.036 -0.267
H -0.621 0.761 -1.011
```

Calculated values
charge = +1
energy above the lowest of the compared OMol25 structures with the same formula, charge and spin = 246.8 kJ/mol
2S+1 = 1
gap between HOMO and LUMO = 0.3247 Eh
LUMO level = -4.929 eV

Charges obtained by natural (NBO) population analysis, quoted in units of e: atom 1 (C): -0.47, atom 2 (C): -0.21, atom 3 (C): -0.35, atom 4 (O): -0.39, atom 5 (H): 0.24, atom 6 (C): -0.77, atom 7 (H): 0.23, atom 8 (H): 0.22, atom 9 (H): 0.27, atom 10 (C): 0.09, atom 11 (H): 0.23, atom 12 (C): -0.61, atom 13 (H): 0.22, atom 14 (H): 0.25, atom 15 (H): 0.22, atom 16 (H): 0.23, atom 17 (C): 0.53, atom 18 (H): 0.31, atom 19 (C): -0.50, atom 20 (H): 0.27, atom 21 (C): -0.05, atom 22 (H): 0.24, atom 23 (H): 0.33, atom 24 (H): 0.26, atom 25 (H): 0.21

***

# 3
The following is a DFT calculation (wB97M-V/def2-TZVPD) of a molecular structure, C9H15O5Pr.

```
30
Properties=species:S:1:pos:R:3
H 1.893 -1.559 -2.059
H -3.578 1.821 -0.595
O 0.905 2.208 2.019
H -2.437 -0.210 -2.047
C 1.616 2.815 0.962
H 1.098 3.764 0.696
C 1.601 1.952 -0.286
H 2.659 3.068 1.259
O 0.956 -1.073 2.265
H -2.191 2.509 0.366
H -2.841 -2.039 0.274
O -2.037 0.546 -0.094
C -2.125 -0.453 -1.033
C -0.288 -2.738 1.117
H -1.987 2.168 -1.374
H 1.321 2.439 -1.233
H 0.466 -0.380 -1.798
H 0.275 -3.338 0.383
H 1.254 -3.016 2.694
H 3.769 -0.115 -1.649
C 0.674 -2.249 2.151
C 1.683 -0.552 -1.691
Pr -0.054 0.553 1.258
C -1.980 -1.774 -0.364
O 2.810 1.180 -0.450
C -2.491 1.847 -0.452
H -1.804 -2.557 -1.114
H -1.058 -3.368 1.594
O -0.871 -1.616 0.527
C 2.760 0.166 -1.328
```

Calculated values
⟨S²⟩ = 3.758
charge = +1
energy above the lowest of the compared OMol25 structures with the same formula, charge and spin = 113.2 kJ/mol
2S+1 = 4
gap between HOMO and LUMO (spin up / spin down) = 0.1889 / 0.1909 Eh
LUMO level (spin up / spin down) = -4.530 / -4.508 eV

Charges obtained by Mulliken population analysis, quoted in units of e: atom 1 (H): 0.27, atom 2 (H): 0.32, atom 3 (O): -0.61, atom 4 (H): 0.52, atom 5 (C): -0.30, atom 6 (H): 0.22, atom 7 (C): -0.53, atom 8 (H): 0.28, atom 9 (O): -0.40, atom 10 (H): 0.27, atom 11 (H): 0.35, atom 12 (O): -0.31, atom 13 (C): -0.63, atom 14 (C): -0.39, atom 15 (H): 0.37, atom 16 (H): 0.36, atom 17 (H): 0.18, atom 18 (H): 0.36, atom 19 (H): 0.46, atom 20 (H): 0.38, atom 21 (C): 0.01, atom 22 (C): -0.72, atom 23 (Pr): 1.29, atom 24 (C): -0.29, atom 25 (O): -0.37, atom 26 (C): -0.70, atom 27 (H): 0.36, atom 28 (H): 0.37, atom 29 (O): -0.15, atom 30 (C): 0.04

***

# 4
The following is a DFT calculation (wB97M-V/def2-TZVPD) of a molecular structure, C9H15O7Rb.

```
32
Properties=species:S:1:pos:R:3
H -0.654 -2.285 -0.336
H -0.754 -0.909 0.604
H 1.872 2.225 -4.841
C 1.079 1.795 -2.946
C -0.250 -2.412 3.155
H 0.600 -3.052 3.359
H 0.775 -1.814 0.767
H -0.810 -3.767 1.677
H 0.680 0.414 2.190
C 1.085 2.634 -4.206
Rb -1.141 3.654 2.503
C -2.521 -2.602 3.310
H 2.408 0.552 1.943
C -0.038 2.024 -1.913
C 1.447 1.040 1.691
O -1.374 -2.635 4.023
O 0.761 0.406 -3.309
O -0.819 -1.135 -2.788
H 1.319 0.781 0.616
O -3.594 -2.731 3.818
C -0.857 -2.675 1.795
O -2.271 -2.463 1.996
H 2.053 1.888 -2.468
C -0.298 -1.904 0.620
H 1.115 3.709 -4.068
O -0.875 0.906 -1.898
H 0.465 2.093 -0.944
H -0.021 -1.346 3.246
O 1.400 2.381 1.964
C -0.320 -0.067 -2.645
H -0.628 2.909 -2.163
H 0.168 2.386 -4.753
```

Calculated values
charge = 0
energy above the lowest of the compared OMol25 structures with the same formula, charge and spin = 0.0 kJ/mol
2S+1 = 1
gap between HOMO and LUMO = 0.2115 Eh
LUMO level = -1.109 eV

Charges obtained by Mulliken population analysis, quoted in units of e: atom 1 (H): 0.46, atom 2 (H): 0.31, atom 3 (H): 0.36, atom 4 (C): 0.41, atom 5 (C): -0.35, atom 6 (H): 0.32, atom 7 (H): 0.35, atom 8 (H): 0.25, atom 9 (H): -0.28, atom 10 (C): -1.46, atom 11 (Rb): 0.94, atom 12 (C): 0.60, atom 13 (H): 0.25, atom 14 (C): -0.25, atom 15 (C): 0.16, atom 16 (O): -0.34, atom 17 (O): -0.38, atom 18 (O): -0.53, atom 19 (H): -0.17, atom 20 (O): -0.56, atom 21 (C): 0.40, atom 22 (O): -0.35, atom 23 (H): 0.30, atom 24 (C): -1.32, atom 25 (H): 0.36, atom 26 (O): -0.31, atom 27 (H): 0.21, atom 28 (H): 0.21, atom 29 (O): -0.88, atom 30 (C): 0.66, atom 31 (H): 0.28, atom 32 (H): 0.36

***

# 5
The following is a DFT calculation (wB97M-V/def2-TZVPD) of a single C9H15OP molecule.

```
26
Properties=species:S:1:pos:R:3
H 3.467 -1.960 -0.740
C 0.481 -0.367 1.064
H 3.688 -1.033 1.855
C -2.920 1.773 -1.389
C 3.579 -0.892 -0.929
C 1.767 -0.723 0.867
C 2.256 -0.314 -0.520
H 4.329 -0.272 -0.541
H 1.371 0.590 -2.389
H -2.178 2.373 -1.070
H -3.318 -0.265 -1.146
H -4.328 0.750 0.880
P -0.077 0.734 -0.245
H -0.021 -0.653 1.920
C -2.939 0.498 -0.614
H 3.016 -2.412 1.381
H 2.262 -1.386 2.667
O -1.345 -0.155 -0.748
C 1.314 0.218 -1.306
C -3.310 0.579 0.889
H 3.582 -0.729 -2.063
H -2.982 -0.320 1.308
H -2.864 1.352 1.606
H -3.826 2.235 -1.339
C 2.714 -1.459 1.729
H -2.984 1.455 -2.380
```

Calculated values
charge = 0
energy above the lowest of the compared OMol25 structures with the same formula, charge and spin = 191.3 kJ/mol
2S+1 = 1
gap between HOMO and LUMO = 0.3293 Eh
SMILES string = Cc1cp(OC(C)C)cc1C
LUMO level = 0.898 eV

Charges obtained by natural (NBO) population analysis, quoted in units of e: atom 1 (H): 0.23, atom 2 (C): -0.53, atom 3 (H): 0.22, atom 4 (C): -0.66, atom 5 (C): -0.66, atom 6 (C): 0.00, atom 7 (C): 0.01, atom 8 (H): 0.23, atom 9 (H): 0.23, atom 10 (H): 0.23, atom 11 (H): 0.19, atom 12 (H): 0.22, atom 13 (P): 1.08, atom 14 (H): 0.21, atom 15 (C): 0.21, atom 16 (H): 0.22, atom 17 (H): 0.22, atom 18 (O): -0.88, atom 19 (C): -0.54, atom 20 (C): -0.66, atom 21 (H): 0.22, atom 22 (H): 0.23, atom 23 (H): 0.22, atom 24 (H): 0.22, atom 25 (C): -0.66, atom 26 (H): 0.22

***

# 6
The following is a DFT calculation (wB97M-V/def2-TZVPD) of a molecular structure, C9H16B2ClF2N2O9SSi2.

```
44
Properties=species:S:1:pos:R:3
Si -0.024 -0.770 -0.562
H 0.436 -0.908 3.354
C 2.036 -2.363 -1.610
S -2.687 4.450 1.934
F 1.092 5.126 -0.088
N -1.242 2.471 0.639
O 1.452 4.019 -2.158
H 1.350 -3.100 -2.028
C -4.536 -0.068 0.199
C -1.874 3.342 1.168
C -3.172 0.251 0.821
H 0.494 -4.706 1.388
H -1.019 -0.366 2.810
F 2.830 5.804 -1.410
O 3.442 1.526 -0.811
H 2.263 -0.266 -1.219
Si -2.093 1.253 -0.324
C 1.393 -4.096 1.499
H -5.723 -1.632 0.230
H -2.726 -0.686 1.170
C 2.873 2.564 -1.041
B 2.071 4.730 -0.982
O -4.994 -1.302 0.762
Cl -1.087 -2.581 -0.639
H -3.336 0.864 1.718
C 2.007 -3.984 0.129
C 1.885 2.786 -2.220
H 2.083 -4.607 2.173
H 2.961 -2.419 -2.191
C 1.501 -0.942 -1.617
O 2.341 -2.724 -0.233
H -4.471 -0.157 -0.892
H 2.519 -0.368 1.327
H -2.963 1.980 -1.268
N -0.184 -0.873 2.550
B 0.536 -0.438 1.379
O 1.581 1.949 -3.031
O 1.762 0.200 1.509
O 2.196 -4.934 -0.584
H 1.087 -3.132 1.902
O -1.031 0.386 -1.211
H -5.247 0.720 0.468
H 1.262 -0.675 -2.651
O 2.954 3.675 -0.361
```

Calculated values
charge = -1
2S+1 = 1
gap between HOMO and LUMO = 0.3265 Eh
LUMO level = 2.300 eV

Charges obtained by natural (NBO) population analysis, quoted in units of e: atom 1 (Si): 1.55, atom 2 (H): 0.38, atom 3 (C): -0.06, atom 4 (S): -0.02, atom 5 (F): -0.54, atom 6 (N): -0.81, atom 7 (O): -0.66, atom 8 (H): 0.20, atom 9 (C): -0.05, atom 10 (C): 0.25, atom 11 (C): -0.96, atom 12 (H): 0.25, atom 13 (H): 0.40, atom 14 (F): -0.54, atom 15 (O): -0.62, atom 16 (H): 0.30, atom 17 (Si): 1.82, atom 18 (C): -0.73, atom 19 (H): 0.47, atom 20 (H): 0.27, atom 21 (C): 0.69, atom 22 (B): 1.26, atom 23 (O): -0.73, atom 24 (Cl): -0.44, atom 25 (H): 0.24, atom 26 (C): 0.82, atom 27 (C): 0.68, atom 28 (H): 0.23, atom 29 (H): 0.19, atom 30 (C): -0.95, atom 31 (O): -0.55, atom 32 (H): 0.16, atom 33 (H): 0.52, atom 34 (H): -0.22, atom 35 (N): -1.12, atom 36 (B): 0.65, atom 37 (O): -0.60, atom 38 (O): -0.93, atom 39 (O): -0.59, atom 40 (H): 0.23, atom 41 (O): -1.23, atom 42 (H): 0.17, atom 43 (H): 0.28, atom 44 (O): -0.65

***

Max |F| for the records above, in order: 7.72; 4.72; 4.71; 1.83; 6.26; 1.22 eV/Å
Calculated total energy for the records above, in order: -17202.9875; -11612.6241; -33870.4324; -24562.6698; -20909.4597; -76917.0155 eV